Entry from OMol25: a cluster of 5 separate species, C20H43N4O16S4Si in total in a non-equilibrium geometry (the ωB97M-V functional and the def2-TZVPD basis).

Values from the calculation:
- E_HOMO (eV) = -11.9
- charge = +1
- spin multiplicity = 1
- molecular weight (g/mol) = 751.9
- frontier orbital gap (eV) = 8.2

Positions of all 88 atoms, in Å:
S (-2.506, -6.381, -1.365)
S (6.250, 1.770, 6.544)
S (-5.755, -3.648, -3.427)
S (-0.359, -1.666, 2.983)
Si (-1.641, 2.191, -3.188)
O (0.024, -1.733, 4.519)
O (6.352, 3.366, 6.577)
O (-0.453, -2.972, 2.442)
O (-5.551, -2.314, -3.873)
O (-7.026, -3.687, -2.455)
O (-1.421, -0.730, 2.817)
O (-6.388, -4.489, -4.625)
O (-3.662, -7.182, -1.541)
O (5.043, 1.388, 7.186)
O (1.001, -1.006, 2.457)
O (-1.369, -6.520, -2.200)
O (-2.050, -6.497, 0.173)
O (-4.708, -4.385, -2.816)
O (7.495, 1.201, 6.898)
O (-2.924, -4.838, -1.340)
O (6.058, 1.617, 4.957)
N (-1.715, 1.779, 0.525)
N (4.149, 1.975, 1.138)
N (6.186, 2.621, 0.070)
N (4.842, 4.300, 0.832)
C (-3.248, 2.947, -2.554)
C (-2.078, 0.742, -4.287)
C (-1.587, 0.903, -0.652)
C (-7.639, -5.069, -4.225)
C (1.942, 1.149, -1.712)
C (-0.328, 2.957, -0.885)
C (3.714, 0.994, 0.125)
C (-8.186, -4.106, -3.193)
C (-0.637, 1.626, -1.635)
C (5.097, 2.933, 0.635)
C (-3.050, -4.400, 0.011)
C (0.527, 0.717, -2.102)
C (1.812, -0.585, 3.572)
C (-0.601, 3.482, -4.068)
C (-2.010, -5.195, 0.766)
C (5.724, 2.888, 4.389)
C (6.461, 3.893, 5.248)
C (1.442, -1.541, 4.684)
C (-1.015, 2.837, 0.413)
C (2.205, 1.124, -0.200)
H (-2.526, -0.068, -3.710)
H (0.414, 3.092, -4.189)
H (0.499, 0.679, -3.196)
H (1.654, -1.144, 5.672)
H (5.707, 4.793, 0.637)
H (4.642, 3.022, 4.460)
H (6.027, 2.927, 3.346)
H (3.868, -0.001, 0.547)
H (-7.440, -6.052, -3.794)
H (4.284, 1.077, -0.801)
H (-0.979, 3.599, 1.185)
H (7.518, 3.948, 4.982)
H (0.697, 3.318, -0.836)
H (4.143, 4.653, 0.188)
H (1.622, 0.339, 0.287)
H (1.934, -2.508, 4.567)
H (-1.025, 3.733, -5.039)
H (2.620, 0.411, -2.155)
H (2.865, -0.634, 3.309)
H (6.299, 1.609, 0.036)
H (-0.516, 4.391, -3.468)
H (-1.003, 0.052, -0.270)
H (-2.806, 1.090, -5.023)
H (-4.062, -4.628, 0.354)
H (4.589, 1.501, 1.916)
H (-0.876, 3.811, -1.325)
H (-8.631, -3.226, -3.661)
H (-2.292, 1.513, 1.317)
H (1.546, 0.444, 3.821)
H (-2.224, -5.261, 1.829)
H (0.393, -0.320, -1.783)
H (-8.292, -5.176, -5.086)
H (6.025, 4.887, 5.199)
H (-2.879, -3.328, 0.075)
H (-2.482, 0.405, -1.023)
H (-3.626, 3.605, -3.342)
H (-1.194, 0.389, -4.820)
H (1.906, 2.064, 0.271)
H (-4.009, 2.194, -2.345)
H (-1.013, -4.776, 0.622)
H (2.235, 2.099, -2.170)
H (-3.123, 3.587, -1.676)
H (-8.908, -4.567, -2.525)

Mulliken atomic charge list, values in e, 6 entries: S 1.076; S 1.113; S 0.995; S 1.031; Si -0.289; O -0.307

---

Entry from OMol25: a cluster of 7 separate species, C28H55F9O14 in total in a non-equilibrium geometry (the ωB97M-V functional and the def2-TZVPD basis).

Values from the calculation:
- E_HOMO (spin up / spin down) (eV) = -11.4 / -11.4
- charge = +1
- spin multiplicity = 2
- molecular weight (g/mol) = 786.7
- frontier orbital gap (spin up / spin down) (eV) = 8.7 / 2.5
- ΔE to the lowest compared entry with this formula, charge and spin (eV) = 0.000

Positions of all 106 atoms, in Å:
F (-22.043, -2.872, 7.298)
F (-24.965, 4.455, 15.364)
F (-31.378, 0.588, 9.102)
F (-19.936, -2.604, 7.387)
F (-30.311, 2.402, 8.877)
F (-26.041, 4.071, 13.552)
F (-20.884, -4.064, 6.047)
F (-32.438, 2.460, 9.230)
F (-23.843, 4.368, 13.439)
O (-19.908, -5.543, 8.411)
O (-31.583, 0.426, 6.556)
O (-27.381, 1.270, 10.782)
O (-32.164, 2.696, 6.293)
O (-27.036, -0.207, 6.351)
O (-25.661, 1.740, 15.129)
O (-21.822, -4.731, 9.271)
O (-25.158, -1.633, 10.841)
O (-28.900, 7.510, 10.082)
O (-20.984, 0.855, 11.789)
O (-27.946, 8.289, 12.958)
O (-28.798, -1.623, 4.376)
O (-23.762, 1.708, 13.909)
O (-19.515, -2.543, 11.027)
C (-22.002, -5.746, 10.191)
C (-21.758, 1.791, 11.164)
C (-27.377, -1.533, 6.566)
C (-20.803, -4.713, 8.427)
C (-19.615, -1.348, 11.785)
C (-26.297, 0.476, 10.377)
C (-20.681, -0.393, 11.113)
C (-29.027, 7.444, 12.577)
C (-24.925, 3.777, 14.221)
C (-31.477, 1.798, 8.499)
C (-28.772, 6.085, 9.798)
C (-31.748, 1.704, 6.995)
C (-24.534, -1.816, 9.620)
C (-33.346, -0.194, 4.969)
C (-23.466, 0.306, 13.898)
C (-18.670, -3.567, 11.574)
C (-28.603, -1.963, 5.816)
C (-26.424, -0.999, 10.728)
C (-27.916, 0.664, 7.070)
C (-24.806, 2.278, 14.428)
C (-22.709, -0.094, 15.145)
C (-27.202, 2.718, 10.456)
C (-23.362, -5.364, 10.921)
C (-31.873, 0.200, 5.154)
C (-27.672, 8.173, 14.372)
C (-29.647, 7.881, 11.223)
C (-20.878, -3.543, 7.281)
C (-27.729, -1.953, 3.532)
H (-18.493, -4.342, 10.829)
H (-33.670, -0.830, 5.793)
H (-20.382, -0.203, 10.082)
H (-28.240, 0.310, 8.049)
H (-26.918, 8.909, 14.652)
H (-26.768, -0.877, 11.755)
H (-33.455, -0.847, 4.104)
H (-19.036, -4.044, 12.483)
H (-27.114, 2.838, 9.376)
H (-27.347, 7.232, 14.815)
H (-21.365, 2.000, 10.169)
H (-28.156, 3.205, 10.659)
H (-19.849, -1.579, 12.824)
H (-25.977, 0.563, 9.338)
H (-21.630, -0.921, 11.020)
H (-23.817, -6.143, 11.533)
H (-25.026, -1.500, 8.700)
H (-28.844, 0.661, 6.498)
H (-29.920, 7.508, 13.200)
H (-28.138, -2.194, 2.551)
H (-27.398, -2.948, 3.831)
H (-31.416, 0.903, 4.458)
H (-24.336, -2.867, 9.409)
H (-22.796, 1.479, 11.278)
H (-23.263, 0.270, 16.010)
H (-25.443, 0.889, 10.913)
H (-28.722, -3.042, 5.913)
H (-29.680, 5.614, 10.177)
H (-28.767, 6.385, 12.582)
H (-26.565, -2.118, 6.134)
H (-18.615, -0.913, 11.771)
H (-21.678, 0.259, 15.105)
H (-21.055, -5.772, 10.730)
H (-24.193, -5.168, 10.243)
H (-30.557, 7.282, 11.171)
H (-17.708, -3.279, 11.997)
H (-28.563, 8.448, 14.936)
H (-26.901, -1.258, 3.390)
H (-29.902, 8.940, 11.267)
H (-22.641, -1.172, 15.288)
H (-22.792, 0.158, 13.054)
H (-27.462, 1.639, 7.247)
H (-21.703, 2.806, 11.556)
H (-22.218, -6.696, 9.701)
H (-27.117, -1.609, 10.149)
H (-26.364, 3.225, 10.933)
H (-31.285, -0.689, 4.925)
H (-29.470, -1.448, 6.231)
H (-27.835, 5.777, 10.262)
H (-23.577, -1.297, 9.570)
H (-23.198, -4.494, 11.556)
H (-24.367, -0.293, 13.767)
H (-33.991, 0.685, 4.947)
H (-27.360, -1.670, 7.647)
H (-28.882, 6.030, 8.715)

Mulliken atomic charge list, values in e, 6 entries: F -0.224; F -0.241; F -0.239; F -0.243; F -0.221; F -0.256

---

Entry from OMol25: a structure of composition C3H6LaO3 in a non-equilibrium geometry (the ωB97M-V functional and the def2-TZVPD basis).

Values from the calculation:
- E_HOMO (spin up / spin down) (eV) = -16.3 / -16.6
- charge = +2
- spin multiplicity = 2
- molecular weight (g/mol) = 229.0
- frontier orbital gap (spin up / spin down) (eV) = 6.4 / 6.8
- ΔE to the lowest compared entry with this formula, charge and spin (eV) = 6.545

Positions of all 13 atoms, in Å:
La (-2.493, -2.062, -0.208)
O (-2.482, -0.033, 1.405)
O (2.318, -1.645, -0.993)
O (-1.084, 0.577, 0.131)
C (0.224, 0.990, 0.452)
C (-2.071, 1.101, 0.840)
C (1.061, 0.948, -0.610)
H (-1.797, -0.080, 2.318)
H (0.262, 1.823, 1.156)
H (0.664, 0.626, -1.575)
H (1.979, 1.532, -0.549)
H (1.757, -2.223, -0.468)
H (1.663, -1.552, -1.900)

Mulliken atomic charge list, values in e, 6 entries: La 1.768; O -0.509; O -0.585; O -0.030; C -0.102; C -0.079

---

Entry from OMol25: a cluster of 6 separate species, C21H34O9 in total in a non-equilibrium geometry (the ωB97M-V functional and the def2-TZVPD basis).

Values from the calculation:
- SMILES = O=C1C=C(O)C(=O)C=C1O.CC(C)=O.CC(C)=O.CC(C)=O.CC(C)=O.CC(C)=O
- E_HOMO (eV) = -8.9
- spin multiplicity = 1
- molecular weight (g/mol) = 430.5
- frontier orbital gap (eV) = 7.2
- ΔE to the lowest compared entry with this formula, charge and spin (eV) = 1.526

Positions of all 64 atoms, in Å:
O (-1.230, 2.912, -6.292)
O (-0.912, -1.117, 3.244)
O (0.869, -2.694, 1.600)
O (-0.980, 1.915, -0.636)
O (-1.757, 2.977, 4.324)
O (0.553, 0.238, -2.242)
O (1.552, -1.904, -3.245)
O (0.613, -3.360, 5.123)
O (0.130, 6.878, -3.049)
C (-2.999, 0.790, 4.445)
C (0.748, -4.606, 5.178)
C (-0.109, -5.545, 4.361)
C (-0.141, 6.322, -2.006)
C (-0.564, -0.798, 1.842)
C (2.769, -3.850, -3.668)
C (-0.636, 0.822, -0.075)
C (2.198, -2.583, -4.067)
C (2.565, -2.038, -5.478)
C (0.423, -1.747, 1.134)
C (-1.878, 2.000, -4.116)
C (-1.160, 2.005, -5.441)
C (1.806, -5.309, 6.147)
C (0.713, -1.400, -0.217)
C (0.827, 6.650, -0.795)
C (-1.341, 5.402, -1.810)
C (0.321, -0.027, -0.895)
C (-1.874, 1.809, 4.821)
C (-1.010, 0.451, 1.253)
C (-0.238, 0.817, -5.820)
C (-1.081, 1.485, 5.944)
H (0.084, 6.926, 0.041)
H (-2.360, 2.904, -3.899)
H (-2.217, 5.747, -1.424)
H (2.479, -5.924, 5.631)
H (1.374, 7.663, -0.989)
H (3.737, -1.717, -5.387)
H (2.754, -4.600, 6.366)
H (1.504, -5.848, 6.926)
H (-1.836, 1.080, 1.590)
H (-2.655, 1.210, -4.306)
H (0.592, 0.669, -5.211)
H (1.118, -0.264, -2.792)
H (-1.396, 1.678, -3.162)
H (3.694, -3.853, -3.264)
H (-2.772, -0.260, 4.211)
H (1.983, -1.034, -5.844)
H (0.482, 0.938, -6.502)
H (-1.004, -4.897, 3.842)
H (-1.286, 4.560, -1.208)
H (-0.669, -0.121, -5.944)
H (-1.502, 0.730, 6.586)
H (2.895, -4.457, -4.734)
H (-0.648, 2.548, 6.367)
H (2.097, -4.393, -2.978)
H (-0.619, -2.182, 3.406)
H (1.473, 5.795, -0.536)
H (-3.608, 0.787, 5.259)
H (-0.133, 1.149, 5.607)
H (-1.713, 4.978, -2.808)
H (2.542, -2.781, -6.149)
H (0.249, -6.203, 3.590)
H (-3.629, 1.010, 3.761)
H (-0.542, -6.231, 5.077)
H (1.354, -2.101, -0.690)

Mulliken atomic charge list, values in e, 6 entries: O -0.597; O -0.502; O -0.487; O -0.528; O -0.634; O -0.287

---

Entry from OMol25: the ion C4H9N2 with charge +1 in a non-equilibrium geometry (the ωB97M-V functional and the def2-TZVPD basis).

Values from the calculation:
- SMILES = C=N[N+]1(C)CC1
- E_HOMO (spin up / spin down) (eV) = -14.7 / -15.1
- charge = +1
- spin multiplicity = 1
- molecular weight (g/mol) = 85.1
- frontier orbital gap (spin up / spin down) (eV) = 9.1 / 9.9
- ΔE to the lowest compared entry with this formula, charge and spin (eV) = 7.373

Positions of all 15 atoms, in Å:
N (0.307, 0.005, -0.284)
N (-0.257, 1.281, -0.316)
C (-1.352, 1.514, 0.927)
C (-0.505, -1.148, 0.295)
C (1.126, -0.048, -1.498)
C (0.610, -0.596, 0.995)
H (-1.785, 0.727, 1.427)
H (1.476, -1.237, 0.947)
H (0.855, -0.929, -2.080)
H (2.105, -0.042, -1.289)
H (-0.571, -2.131, -0.305)
H (-1.438, -0.868, 0.383)
H (-1.795, 2.573, 0.989)
H (0.751, 0.830, -2.072)
H (0.472, 0.068, 1.880)

Mulliken atomic charge list, values in e, 6 entries: N 0.679; N -0.558; C -0.413; C -0.336; C -0.813; C -0.292